Record 1
A structure of composition C5H7NOS. Source: the Open Molecules 2025 dataset; level of theory: ωB97M-V/def2-TZVPD.

Output
HOMO level = -0.319 Eh
E_LUMO = 0.0260 Ha
Relative energy (zero: lowest compared OMol25 entry of this formula, charge and spin) = 382.4 kJ/mol

Structure (XYZ):
```
15
C5H7NOS ωB97M-V/def2-TZVPD
S 2.557 -0.326 -0.339
O -2.151 0.024 -0.348
N 1.995 1.228 -0.217
C 0.793 1.380 -0.189
C 1.092 -1.020 0.543
C -1.211 0.239 0.773
C -1.004 -0.376 -1.166
C -0.016 0.060 -0.107
H -1.413 1.255 1.194
H -1.058 -1.545 -1.158
H 1.291 -0.794 1.762
H -0.963 -0.107 -2.277
H 1.041 -2.038 0.167
H 0.348 2.443 -0.156
H -1.302 -0.421 1.518
```



Record 2
A structure of composition C5H7NPS. Source: the Open Molecules 2025 dataset; level of theory: ωB97M-V/def2-TZVPD.

Output
HOMO level (alpha / beta) = -0.339 / -0.482 Eh
2S+1 = 3
E_LUMO (alpha / beta) = -0.1651 / -0.2888 Ha
Net charge = +1

Structure (XYZ):
```
15
C5H7NPS ωB97M-V/def2-TZVPD
S 0.820 0.821 -1.916
P -2.231 -0.940 0.101
N 0.329 0.301 0.632
C 1.571 -0.527 -1.191
C -1.628 0.246 -0.938
C -0.588 -0.306 1.574
C 1.273 -0.679 0.098
C -0.406 0.940 -0.577
H -0.067 -1.097 1.931
H 0.845 0.911 1.309
H -2.051 0.681 -1.766
H 2.248 -1.281 -1.820
H -1.117 0.360 2.179
H -0.520 1.985 -0.393
H 1.522 -1.416 0.778
```



Record 3
An isolated molecule of C5H7NS. Source: the Open Molecules 2025 dataset; level of theory: ωB97M-V/def2-TZVPD.

Output
HOMO level = -0.311 Eh
E_LUMO = -0.0043 Ha
Relative energy (zero: lowest compared OMol25 entry of this formula, charge and spin) = 359.4 kJ/mol
SMILES string = C=CN(C=C)C=S

Structure (XYZ):
```
14
C5H7NS ωB97M-V/def2-TZVPD
S -1.928 -0.988 -0.091
N 0.589 0.178 0.327
C -1.000 2.029 -0.328
C -0.253 -0.834 0.441
C 0.241 1.458 0.023
C 1.950 0.015 0.274
C 2.512 -0.884 -0.575
H 0.332 -1.674 1.073
H 1.706 -1.565 -0.963
H 2.482 0.836 0.925
H -0.994 3.210 0.054
H 3.606 -0.986 -0.678
H -1.986 1.719 -0.590
H 0.876 2.318 0.332
```



Record 4
An isolated molecule of C5H7NS. Source: the Open Molecules 2025 dataset; level of theory: ωB97M-V/def2-TZVPD.

Output
HOMO level = -0.320 Eh
E_LUMO = -0.0099 Ha
Relative energy (zero: lowest compared OMol25 entry of this formula, charge and spin) = 153.0 kJ/mol
SMILES string = S=C1C[C@@H]2N[C@@H]2C1

Structure (XYZ):
```
14
C5H7NS ωB97M-V/def2-TZVPD
S 1.078 -0.723 2.572
N -0.601 1.393 -0.921
C -0.966 -0.449 0.785
C 0.498 -0.338 1.113
C 0.297 0.245 -1.185
C 1.339 -0.057 -0.143
C -1.042 -0.019 -0.669
H 0.591 0.070 -2.212
H 1.834 -1.026 -0.259
H -0.216 1.749 -0.108
H -1.677 0.133 1.380
H -1.260 -1.519 0.882
H 2.020 0.842 0.013
H -1.895 -0.301 -1.249
```



Record 5
An isolated molecule of C5H7NS. Source: the Open Molecules 2025 dataset; level of theory: ωB97M-V/def2-TZVPD.

Output
HOMO level = -0.303 Eh
E_LUMO = 0.0328 Ha
Relative energy (zero: lowest compared OMol25 entry of this formula, charge and spin) = 350.0 kJ/mol
SMILES string = C1=NSC[C@@H]2C[C@@H]12

Structure (XYZ):
```
14
C5H7NS ωB97M-V/def2-TZVPD
S 0.785 1.232 0.762
N 1.678 0.121 -0.160
C -0.200 -1.193 -0.184
C -1.209 -0.066 -0.518
C -1.048 0.912 0.607
C 1.041 -0.826 -0.802
C -1.627 -1.553 -0.692
H -2.145 -2.235 0.129
H -1.498 0.528 1.652
H -1.335 1.982 0.423
H -0.170 -1.444 0.912
H -1.685 -2.028 -1.704
H -0.970 0.450 -1.509
H 1.749 -1.446 -1.438
```



Record 6
An isolated molecule of C5H7NS. Source: the Open Molecules 2025 dataset; level of theory: ωB97M-V/def2-TZVPD.

Output
HOMO level = -0.312 Eh
E_LUMO = 0.0293 Ha
Relative energy (zero: lowest compared OMol25 entry of this formula, charge and spin) = 421.3 kJ/mol
SMILES string = C=C1SC[C@@H]2N[C@@H]12

Structure (XYZ):
```
14
C5H7NS ωB97M-V/def2-TZVPD
S 0.306 -0.230 -1.942
N -0.227 0.775 1.626
C -0.251 -2.314 0.101
C 0.164 -1.072 -0.269
C -0.566 0.997 0.242
C 0.503 -0.018 0.652
C 0.010 1.420 -1.086
H -0.422 -3.064 -0.569
H 0.494 1.276 2.095
H -0.716 1.988 -1.602
H -1.512 0.507 0.164
H 0.882 2.070 -0.989
H -0.145 -2.653 1.140
H 1.480 0.318 0.437
```



Record 7
A cluster of 2 separate species, C5H7NS2 in total. Source: the Open Molecules 2025 dataset; level of theory: ωB97M-V/def2-TZVPD.

Output
HOMO level = -0.327 Eh
E_LUMO = -0.0086 Ha
Relative energy (zero: lowest compared OMol25 entry of this formula, charge and spin) = 399.3 kJ/mol
SMILES string = S=C1NS1.CC#CC

Structure (XYZ):
```
15
C5H7NS2 ωB97M-V/def2-TZVPD
S 3.031 -0.193 -1.291
S 2.415 0.990 1.514
N 2.122 -1.241 -0.139
C -0.609 0.783 -1.875
C -1.680 -0.455 1.826
C 2.605 -0.026 0.363
C -1.163 -0.099 0.559
C -1.007 0.266 -0.542
H -0.036 1.844 -1.713
H -1.331 0.341 2.420
H -1.307 -1.446 2.162
H 0.013 0.053 -2.366
H -1.448 0.904 -2.530
H 1.132 -1.420 -0.295
H -2.737 -0.298 1.908
```



Record 8
A structure of composition C5H7NS2. Source: the Open Molecules 2025 dataset; level of theory: ωB97M-V/def2-TZVPD.

Output
HOMO level (alpha / beta) = -0.262 / -0.262 Eh
E_LUMO (alpha / beta) = -0.0339 / -0.0341 Ha
Relative energy (zero: lowest compared OMol25 entry of this formula, charge and spin) = 403.7 kJ/mol

Structure (XYZ):
```
15
C5H7NS2 ωB97M-V/def2-TZVPD
S 3.152 1.088 -0.458
S 0.544 -2.228 -0.003
N 1.902 -1.280 -0.114
C 0.574 0.596 -0.058
C -0.567 -1.024 -0.184
C -0.070 1.876 -0.039
C 1.828 0.092 -0.284
C -2.017 -1.035 0.185
H 2.886 -1.692 0.007
H -2.612 -0.250 -0.358
H -0.493 2.202 0.930
H -2.526 -2.100 0.181
H -0.928 1.909 -0.772
H 0.708 2.653 -0.319
H -2.380 -0.808 1.285
```



Record 9
An isolated molecule of C5H7NS3. Source: the Open Molecules 2025 dataset; level of theory: ωB97M-V/def2-TZVPD.

Output
HOMO level = -0.328 Eh
E_LUMO = 0.0092 Ha
Relative energy (zero: lowest compared OMol25 entry of this formula, charge and spin) = 132.1 kJ/mol
SMILES string = CSC1(SC)S[C@@H]1C#N

Structure (XYZ):
```
16
C5H7NS3 ωB97M-V/def2-TZVPD
S -3.242 0.064 -1.089
S -2.231 0.415 1.546
S -0.208 1.228 -0.726
N -2.226 -3.215 0.438
C -0.664 2.812 0.106
C -1.681 0.205 -0.179
C -2.013 -2.279 -0.170
C -0.905 -0.363 2.521
C -1.847 -1.098 -0.871
H -1.818 2.662 0.194
H 0.028 2.847 0.895
H -1.316 -1.217 -1.817
H -1.467 -0.594 3.501
H -0.547 3.645 -0.588
H 0.023 0.156 2.739
H -0.685 -1.414 2.064
```



Record 10
The ion C5H7O2SSi with charge -1. Source: the Open Molecules 2025 dataset; level of theory: ωB97M-V/def2-TZVPD.

Output
HOMO level (alpha / beta) = -0.108 / -0.108 Eh
E_LUMO (alpha / beta) = 0.1273 / 0.1273 Ha
Relative energy (zero: lowest compared OMol25 entry of this formula, charge and spin) = 283.8 kJ/mol
Net charge = -1

Structure (XYZ):
```
16
C5H7O2SSi ωB97M-V/def2-TZVPD
S -0.260 -0.429 2.576
Si 2.085 0.585 -1.439
O 0.553 2.704 0.532
O 1.705 0.786 0.127
C 0.569 0.874 2.122
C -1.302 -1.276 1.555
C -1.849 -0.328 -0.690
C 0.754 1.549 0.944
C -1.635 -1.311 0.211
H -1.866 -2.275 -0.228
H -1.676 -2.216 2.122
H -1.533 0.713 -0.576
H 2.933 1.648 -2.051
H 0.719 0.371 -2.058
H -2.093 -0.699 -1.685
H 2.895 -0.696 -1.462
```



Record 11
A structure of composition C5H7O3Tl. Source: the Open Molecules 2025 dataset; level of theory: ωB97M-V/def2-TZVPD.

Output
HOMO level = -0.331 Eh
E_LUMO = -0.0038 Ha
Relative energy (zero: lowest compared OMol25 entry of this formula, charge and spin) = 0.3 kJ/mol

Structure (XYZ):
```
16
C5H7O3Tl ωB97M-V/def2-TZVPD
Tl -0.496 0.401 0.526
O 1.324 -0.448 1.610
O 1.484 1.545 0.717
O 3.315 0.607 1.633
C -0.745 -2.259 -0.112
C 2.105 0.524 1.431
C -1.458 -1.459 -1.259
C -0.837 -1.062 -2.380
C -1.381 -2.549 1.029
H -2.396 -2.199 1.233
H -1.388 -0.604 -3.203
H -0.867 -3.048 1.851
H 2.133 2.209 0.460
H 0.242 -1.194 -2.504
H -2.543 -1.325 -1.172
H 0.259 -2.625 -0.344
```



Record 12
A structure of composition C5H7O4Zn. Source: the Open Molecules 2025 dataset; level of theory: ωB97M-V/def2-TZVPD.

Output
HOMO level (alpha / beta) = -0.629 / -0.627 Eh
2S+1 = 2
E_LUMO (alpha / beta) = -0.3776 / -0.4722 Ha
Net charge = +2

Structure (XYZ):
```
17
C5H7O4Zn ωB97M-V/def2-TZVPD
Zn 2.945 1.565 0.288
O 1.208 -1.574 -0.017
O 1.672 0.541 -0.640
O 3.101 -0.463 0.750
O -3.720 0.861 1.063
C -3.232 0.557 0.063
C 0.066 0.347 -0.707
C 2.210 -0.695 -0.241
C -0.023 -0.869 0.209
C -2.583 0.255 -1.067
H -0.072 -0.576 1.267
H -2.601 -0.794 -1.369
H -0.839 -1.545 -0.060
H -2.562 1.035 -1.831
H 2.925 -1.113 -1.031
H -0.046 0.096 -1.767
H -0.265 1.276 -0.236
```



Record 13
An isolated molecule of C5H7P. Source: the Open Molecules 2025 dataset; level of theory: ωB97M-V/def2-TZVPD.

Output
HOMO level = -0.333 Eh
E_LUMO = 0.0337 Ha
Relative energy (zero: lowest compared OMol25 entry of this formula, charge and spin) = 59.1 kJ/mol
SMILES string = CC1=CC=[PH]=C1

Structure (XYZ):
```
13
C5H7P ωB97M-V/def2-TZVPD
P -2.162 0.397 -0.520
C -0.444 0.793 -0.944
C 1.930 0.397 -0.054
C -0.346 -0.777 1.003
C -1.674 -0.687 0.806
C 0.410 0.145 -0.128
H 0.346 -1.105 1.694
H 2.399 -0.501 -0.461
H 2.157 0.490 0.942
H 2.220 1.359 -0.501
H -0.246 1.393 -1.742
H -2.195 -0.635 -1.414
H -2.396 -1.268 1.321
```



Record 14
An isolated molecule of C5H7P. Source: the Open Molecules 2025 dataset; level of theory: ωB97M-V/def2-TZVPD.

Output
HOMO level (alpha / beta) = -0.314 / -0.287 Eh
E_LUMO (alpha / beta) = 0.0165 / -0.0365 Ha
Relative energy (zero: lowest compared OMol25 entry of this formula, charge and spin) = 536.4 kJ/mol

Structure (XYZ):
```
13
C5H7P ωB97M-V/def2-TZVPD
P -0.837 2.100 -0.338
C 0.003 2.279 1.029
C 0.380 -0.503 -0.038
C -0.419 -1.683 0.271
C 1.569 -0.344 0.295
C -0.324 0.358 -1.049
H -0.075 3.212 1.590
H -1.339 -1.225 0.588
H 0.315 0.772 -1.746
H -0.647 -2.255 -0.629
H -1.116 -0.039 -1.607
H -0.021 -2.295 1.038
H 2.510 -0.377 0.596
```



Record 15
An isolated molecule of C5H7PS. Source: the Open Molecules 2025 dataset; level of theory: ωB97M-V/def2-TZVPD.

Output
HOMO level = -0.317 Eh
E_LUMO = -0.0024 Ha
Relative energy (zero: lowest compared OMol25 entry of this formula, charge and spin) = 69.1 kJ/mol
SMILES string = CP1(=S)C=CC=C1

Structure (XYZ):
```
14
C5H7PS ωB97M-V/def2-TZVPD
S -2.832 -0.261 -0.017
P -0.913 0.175 -0.007
C 0.142 -0.477 1.215
C -0.603 2.018 0.139
C 0.235 -0.599 -1.370
C 0.958 -1.483 -0.739
C 1.021 -1.361 0.755
H 0.483 2.238 0.360
H 1.552 -2.241 -1.266
H -0.811 2.173 -0.980
H -0.036 -0.155 2.202
H -1.189 2.347 0.940
H 0.122 -0.524 -2.481
H 1.872 -1.852 1.250
```



Record 16
A cluster of 2 separate species, C5H7PS in total. Source: the Open Molecules 2025 dataset; level of theory: ωB97M-V/def2-TZVPD.

Output
HOMO level (alpha / beta) = -0.331 / -0.332 Eh
E_LUMO (alpha / beta) = -0.0756 / -0.0776 Ha
Relative energy (zero: lowest compared OMol25 entry of this formula, charge and spin) = 379.8 kJ/mol

Structure (XYZ):
```
14
C5H7PS ωB97M-V/def2-TZVPD
S -0.676 2.147 -3.469
P -0.077 0.271 -0.935
C 1.555 -0.513 0.908
C -1.586 -0.691 -0.676
C 0.817 0.653 1.496
C -0.035 1.194 0.612
C 1.100 -0.966 -0.280
H 1.610 -1.774 -0.809
H 1.093 1.138 2.442
H -0.773 1.989 0.775
H 2.463 -0.818 1.442
H -2.229 -0.871 -1.479
H -1.952 -0.115 0.136
H -1.310 -1.644 -0.163
```



Record 17
An isolated molecule of C5H8. Source: the Open Molecules 2025 dataset; level of theory: ωB97M-V/def2-TZVPD.

Output
HOMO level = -0.332 Eh
E_LUMO = 0.0480 Ha
Relative energy (zero: lowest compared OMol25 entry of this formula, charge and spin) = 155.9 kJ/mol
SMILES string = C1C[C@H]2C[C@@H]12

Structure (XYZ):
```
13
C5H8 ωB97M-V/def2-TZVPD
C -0.863 -0.120 -1.173
C -0.920 0.185 0.285
C 0.183 0.769 -0.592
C 0.147 -0.501 1.126
C 1.238 -0.114 0.090
H 0.129 1.836 -0.510
H -1.742 0.782 0.670
H -1.612 0.328 -1.817
H 2.119 0.398 0.485
H -0.570 -1.132 -1.447
H 0.322 0.071 2.043
H 1.588 -0.951 -0.529
H -0.019 -1.551 1.367
```



Record 18
A structure of composition C5H8. Source: the Open Molecules 2025 dataset; level of theory: ωB97M-V/def2-TZVPD.

Output
HOMO level = -0.296 Eh
E_LUMO = 0.0354 Ha
Relative energy (zero: lowest compared OMol25 entry of this formula, charge and spin) = 432.8 kJ/mol

Structure (XYZ):
```
13
C5H8 ωB97M-V/def2-TZVPD
C 1.297 -0.472 -0.235
C 0.024 -0.718 0.508
C 0.689 0.627 0.592
C -1.233 -0.377 -0.236
C -0.366 1.433 -0.127
H 1.279 -0.382 -1.321
H -1.362 -0.730 -1.257
H -1.456 0.977 -0.063
H -0.102 1.635 -1.170
H -2.151 -0.588 0.342
H 2.167 -0.985 0.163
H 0.002 -1.419 1.332
H 1.211 1.000 1.472
```



Record 19
A structure of composition C5H8. Source: the Open Molecules 2025 dataset; level of theory: ωB97M-V/def2-TZVPD.

Output
HOMO level = -0.314 Eh
E_LUMO = 0.0461 Ha
Relative energy (zero: lowest compared OMol25 entry of this formula, charge and spin) = 290.2 kJ/mol

Structure (XYZ):
```
13
C5H8 ωB97M-V/def2-TZVPD
C 1.199 -0.283 0.050
C -1.310 -0.958 0.219
C -0.289 1.229 -0.591
C 1.027 1.060 -0.576
C -0.215 -0.076 0.588
H 1.790 1.794 -0.702
H 2.040 -0.361 0.741
H -0.727 2.077 -1.188
H -0.168 0.056 1.700
H -2.237 -0.454 0.518
H -1.267 -1.128 -0.859
H -1.103 -1.864 0.793
H 1.260 -1.093 -0.691
```



Record 20
An isolated molecule of C5H8. Source: the Open Molecules 2025 dataset; level of theory: ωB97M-V/def2-TZVPD.

Output
HOMO level = -0.310 Eh
E_LUMO = 0.0439 Ha
Relative energy (zero: lowest compared OMol25 entry of this formula, charge and spin) = 107.6 kJ/mol
SMILES string = C=C/C=C/C

Structure (XYZ):
```
13
C5H8 ωB97M-V/def2-TZVPD
C -1.086 -2.014 -0.205
C 1.571 2.080 0.077
C 0.390 1.500 0.335
C 0.176 0.189 -0.246
C -0.760 -0.649 0.226
H -0.397 -2.515 -0.879
H -0.096 1.850 1.239
H -1.205 -2.721 0.630
H -2.079 -2.025 -0.671
H 2.251 1.612 -0.637
H -1.455 -0.195 0.937
H 0.751 -0.197 -1.082
H 1.939 3.085 0.275
```



Computed electronic energy (eV) in order:
-19667.6391, -26898.3549, -17619.9209, -17622.0602, -17620.0182, -17619.2788, -28454.7288, -28454.6828, -39292.1970, -28104.1194, -16133.2252, -61881.8269, -14585.0854, -14580.1386, -25421.2280, -25418.0079, -5312.5513, -5309.6812, -5311.1590, -5313.0512